{"formula": "C53H107BN3O13", "method": "the ωB97M-V functional and the def2-TZVPD basis", "elements": ["C", "C", "O", "C", "C", "O", "C", "C", "O", "C", "N", "C", "N", "C", "B", "O", "N", "C", "C", "C", "C", "C", "C", "C", "C", "C", "C", "C", "O", "C", "H", "H", "H", "H", "H", "H", "H", "H", "H", "H", "H", "H", "H", "H", "H", "H", "H", "H", "H", "H", "H", "H", "H", "H", "H", "H", "H", "H", "H", "H", "H", "H", "H", "H", "H", "H", "H", "H", "H", "H", "H", "H", "H", "C", "C", "C", "O", "C", "H", "H", "H", "H", "H", "H", "H", "H", "C", "C", "C", "O", "C", "H", "H", "H", "H", "H", "H", "H", "H", "C", "C", "C", "O", "C", "H", "H", "H", "H", "H", "H", "H", "H", "C", "C", "C", "O", "C", "H", "H", "H", "H", "H", "H", "H", "H", "C", "C", "C", "O", "C", "H", "H", "H", "H", "H", "H", "H", "H", "C", "C", "C", "O", "C", "H", "H", "H", "H", "H", "H", "H", "H", "C", "C", "C", "O", "C", "H", "H", "H", "H", "H", "H", "H", "H", "C", "C", "C", "O", "C", "H", "H", "H", "H", "H", "H", "H", "H"], "xyz": [[-5.953, -3.296, 2.589], [-5.704, -1.949, 3.180], [-4.979, -1.997, 4.367], [-3.643, -2.354, 4.234], [-2.798, -1.169, 4.133], [-3.230, -0.273, 5.094], [-2.412, 0.773, 5.452], [-2.791, 2.085, 4.790], [-3.542, 1.921, 3.587], [-3.197, 2.837, 2.643], [-1.918, 2.553, 1.947], [-0.916, 1.867, 2.390], [0.009, 1.916, 1.500], [-0.391, 2.684, 0.436], [0.449, 2.997, -0.843], [0.445, 4.287, -1.240], [1.207, 2.046, -1.564], [0.978, 0.652, -1.218], [2.658, 2.369, -1.487], [-1.574, 3.072, 0.709], [-2.406, 3.925, -0.089], [-2.849, 3.313, -1.392], [-3.710, 2.107, -1.326], [-3.769, 1.486, -2.701], [-3.892, 0.016, -2.698], [-3.741, -0.514, -4.111], [-2.387, -1.108, -4.400], [-2.342, -2.595, -4.354], [-2.535, -3.085, -5.653], [-1.861, -4.290, -5.938], [-5.880, -4.025, 3.352], [-5.258, -3.525, 1.826], [-6.936, -3.333, 2.192], [-5.260, -1.291, 2.462], [-6.631, -1.512, 3.430], [-3.372, -2.943, 5.075], [-3.450, -2.954, 3.370], [-2.949, -0.739, 3.158], [-1.757, -1.421, 4.204], [-1.368, 0.562, 5.349], [-2.576, 0.920, 6.487], [-3.321, 2.691, 5.479], [-1.900, 2.615, 4.559], [-3.134, 3.815, 3.075], [-3.939, 2.853, 1.900], [-0.875, 1.366, 3.301], [0.892, 1.469, 1.626], [0.158, 4.348, -2.149], [1.356, 0.382, -0.259], [1.488, 0.035, -1.912], [-0.051, 0.409, -1.295], [3.094, 2.270, -2.448], [2.826, 3.348, -1.126], [3.126, 1.667, -0.851], [-1.858, 4.808, -0.298], [-3.242, 4.237, 0.475], [-1.977, 3.095, -1.970], [-3.387, 4.080, -1.892], [-3.349, 1.400, -0.605], [-4.691, 2.412, -1.067], [-4.649, 1.828, -3.156], [-2.923, 1.734, -3.300], [-3.120, -0.403, -2.092], [-4.821, -0.273, -2.285], [-4.473, -1.255, -4.294], [-3.905, 0.287, -4.779], [-1.654, -0.698, -3.747], [-2.138, -0.862, -5.404], [-1.403, -2.911, -3.951], [-3.120, -2.957, -3.734], [-1.242, -4.606, -5.133], [-2.564, -5.058, -6.117], [-1.272, -4.156, -6.811], [0.262, -0.672, 9.907], [0.074, 0.818, 9.609], [0.452, 0.883, 8.133], [0.091, -0.378, 7.565], [-0.218, -1.312, 8.614], [-0.292, -1.019, 10.776], [1.315, -0.898, 10.068], [-0.973, 1.099, 9.743], [0.682, 1.472, 10.228], [1.531, 1.027, 8.006], [-0.068, 1.681, 7.597], [-1.302, -1.471, 8.626], [0.269, -2.262, 8.405], [-9.271, 2.072, -3.544], [-8.574, 0.990, -4.373], [-7.112, 1.393, -4.238], [-6.979, 2.012, -2.950], [-8.279, 2.272, -2.405], [-10.260, 1.787, -3.193], [-9.368, 2.988, -4.127], [-8.740, 0.009, -3.924], [-8.904, 0.948, -5.408], [-6.827, 2.121, -5.005], [-6.430, 0.544, -4.298], [-8.464, 1.564, -1.590], [-8.298, 3.282, -1.997], [4.028, 4.568, 1.373], [4.747, 5.363, 2.467], [6.084, 4.632, 2.548], [6.345, 4.133, 1.237], [5.179, 4.243, 0.423], [3.222, 5.118, 0.886], [3.611, 3.646, 1.792], [4.897, 6.392, 2.140], [4.219, 5.384, 3.419], [6.032, 3.785, 3.242], [6.905, 5.278, 2.855], [5.331, 5.048, -0.301], [5.032, 3.316, -0.127], [-1.500, -1.580, -9.945], [-1.449, -2.431, -11.217], [-1.404, -3.842, -10.639], [-2.128, -3.796, -9.408], [-2.372, -2.436, -9.036], [-1.904, -0.580, -10.099], [-0.498, -1.482, -9.525], [-2.360, -2.291, -11.801], [-0.598, -2.212, -11.860], [-0.373, -4.148, -10.427], [-1.858, -4.586, -11.292], [-3.436, -2.223, -9.191], [-2.148, -2.309, -7.979], [4.080, -4.489, 10.006], [3.638, -4.977, 11.390], [2.677, -3.873, 11.817], [2.083, -3.373, 10.617], [2.793, -3.872, 9.477], [4.466, -5.273, 9.362], [4.851, -3.723, 10.105], [3.105, -5.925, 11.300], [4.458, -5.115, 12.091], [3.210, -3.053, 12.312], [1.891, -4.225, 12.485], [2.167, -4.624, 8.982], [2.972, -3.058, 8.777], [5.690, 4.505, -4.923], [7.021, 4.274, -4.203], [6.580, 4.242, -2.745], [5.247, 3.708, -2.736], [4.735, 3.677, -4.074], [5.696, 4.200, -5.967], [5.418, 5.561, -4.879], [7.442, 3.310, -4.492], [7.765, 5.042, -4.399], [6.556, 5.249, -2.317], [7.216, 3.618, -2.119], [4.708, 2.635, -4.414], [3.717, 4.069, -4.075], [4.147, -2.398, -9.868], [3.598, -3.506, -8.964], [2.476, -2.777, -8.234], [1.982, -1.791, -9.140], [2.871, -1.657, -10.251], [4.695, -2.767, -10.732], [4.809, -1.743, -9.300], [3.191, -4.316, -9.570], [4.337, -3.929, -8.286], [2.848, -2.271, -7.335], [1.657, -3.436, -7.944], [2.401, -2.108, -11.132], [3.034, -0.599, -10.452], [5.979, -2.500, 5.385], [4.844, -3.359, 4.820], [4.598, -4.333, 5.966], [4.912, -3.628, 7.169], [5.589, -2.410, 6.856], [6.072, -1.524, 4.913], [6.931, -3.021, 5.277], [3.958, -2.743, 4.651], [5.093, -3.861, 3.887], [5.253, -5.207, 5.893], [3.565, -4.679, 6.016], [4.904, -1.573, 7.035], [6.447, -2.300, 7.518]], "forces_ev_per_angstrom": [[0.030, 0.257, -0.044], [-0.022, -0.079, -0.008], [-0.237, -0.078, 0.673], [-0.435, -0.731, 0.034], [0.179, 1.189, -0.678], [-0.380, -0.075, 0.898], [-0.467, 0.106, -0.331], [-0.029, -0.286, -0.299], [0.393, -0.787, 0.070], [0.217, -0.027, 0.410], [-2.035, 0.929, -0.112], [-0.503, -0.357, 0.878], [2.227, -0.764, -0.608], [4.757, -1.549, -1.505], [0.217, -0.555, -0.250], [-0.622, 1.153, 0.240], [0.245, -0.195, 1.428], [0.227, 0.602, -0.765], [-1.175, -0.401, -1.141], [-3.731, 1.019, 1.659], [-0.873, 0.300, -0.498], [0.252, 0.482, 0.584], [0.438, -0.064, -0.607], [-0.033, -0.242, 0.958], [0.448, -0.615, -0.619], [0.380, -0.216, 0.752], [-0.533, 0.233, -0.231], [0.128, 0.106, -0.436], [0.154, 0.035, -0.260], [-0.427, 0.514, 0.062], [0.007, -0.894, 0.833], [0.727, -0.444, -0.913], [-0.894, -0.154, -0.560], [0.584, 0.628, -0.612], [-1.079, 0.622, 0.481], [0.183, -0.498, 0.988], [-0.019, -0.697, -0.799], [-0.011, 0.477, -0.846], [0.846, -0.200, 0.354], [0.912, -0.412, -0.292], [0.065, 0.157, 1.298], [-0.922, 0.605, 0.512], [0.939, 0.715, -0.054], [0.272, 0.853, 0.181], [-1.009, -0.137, -1.024], [0.128, -0.798, 1.205], [0.474, -0.167, -0.163], [0.502, 0.305, -0.639], [0.333, -0.243, 1.057], [0.535, -0.710, -0.809], [-1.113, -0.212, 0.061], [0.571, -0.010, -0.874], [0.187, 1.107, 0.277], [0.629, -0.741, 0.888], [0.599, 0.964, -0.219], [-1.180, 0.425, 0.604], [0.746, -0.140, -0.548], [-0.408, 0.742, -0.851], [0.288, -0.574, 0.601], [-1.134, 0.081, 0.615], [-1.061, 0.933, -1.048], [0.795, 0.500, -0.466], [0.621, -0.537, 0.706], [-1.164, -0.350, 0.637], [-0.930, -0.802, -0.425], [-0.440, 0.920, -0.889], [0.764, 0.524, 0.567], [0.613, 0.349, -0.852], [0.788, -0.464, 0.203], [-0.878, -0.622, 1.021], [0.676, -0.179, 0.817], [-0.855, -0.958, -0.304], [0.581, 0.070, -0.896], [0.118, 0.202, -0.098], [-0.120, -0.155, -0.061], [0.088, -0.085, 0.069], [-0.031, 0.040, -0.068], [-0.141, 0.046, 0.046], [-0.031, -0.020, 0.035], [0.024, -0.064, 0.029], [-0.016, 0.021, -0.010], [0.052, -0.001, 0.019], [-0.005, 0.059, 0.030], [-0.009, -0.013, -0.037], [0.004, -0.019, 0.019], [0.054, 0.002, -0.052], [0.141, -0.008, -0.098], [-0.011, 0.035, 0.176], [-0.045, 0.088, -0.022], [-0.074, -0.031, -0.025], [-0.014, -0.112, 0.017], [-0.028, -0.040, 0.018], [-0.001, 0.029, -0.009], [0.006, -0.024, 0.005], [-0.014, 0.030, -0.042], [-0.009, -0.025, -0.031], [0.024, -0.001, 0.035], [-0.039, 0.014, 0.003], [0.047, 0.032, 0.002], [0.063, -0.027, 0.079], [0.010, -0.066, -0.131], [-0.136, -0.065, -0.003], [0.036, -0.061, 0.000], [-0.039, 0.144, 0.178], [0.006, 0.041, -0.007], [0.022, 0.001, 0.000], [0.009, 0.031, -0.014], [-0.022, -0.023, 0.026], [-0.011, 0.036, 0.038], [0.047, 0.014, -0.020], [-0.092, 0.012, -0.054], [0.092, -0.037, -0.046], [0.133, -0.127, -0.018], [-0.114, 0.025, 0.125], [0.103, 0.100, 0.034], [0.052, -0.023, 0.039], [-0.113, 0.077, -0.163], [-0.059, 0.002, -0.038], [0.031, -0.005, 0.001], [-0.018, -0.017, -0.019], [0.051, 0.007, 0.012], [0.013, 0.019, -0.052], [-0.035, -0.038, 0.017], [0.009, 0.042, 0.029], [-0.015, -0.027, 0.047], [-0.120, 0.057, 0.269], [-0.059, 0.038, -0.158], [0.117, 0.021, -0.035], [-0.011, 0.014, -0.034], [-0.065, -0.121, 0.055], [0.014, -0.042, -0.035], [0.032, 0.019, -0.026], [-0.016, -0.020, 0.009], [0.041, 0.017, 0.015], [0.021, -0.032, 0.032], [-0.054, 0.013, -0.008], [0.052, -0.006, -0.032], [-0.010, 0.057, -0.003], [0.071, 0.048, 0.140], [-0.151, -0.102, -0.021], [-0.023, 0.064, -0.034], [0.029, 0.044, -0.127], [0.093, -0.070, -0.021], [0.015, -0.036, -0.031], [-0.015, 0.025, 0.004], [0.014, -0.025, -0.001], [0.008, 0.052, -0.004], [0.034, 0.010, -0.013], [-0.024, -0.032, 0.053], [-0.019, 0.022, -0.043], [-0.018, 0.010, 0.037], [-0.083, -0.019, 0.140], [-0.046, 0.090, -0.119], [0.102, 0.020, 0.008], [-0.035, 0.045, 0.005], [0.004, -0.142, -0.032], [0.000, -0.039, -0.033], [0.013, 0.024, 0.011], [-0.019, -0.020, -0.008], [0.040, 0.013, 0.024], [0.020, -0.047, 0.014], [-0.049, 0.014, -0.014], [0.038, 0.007, -0.026], [-0.029, 0.042, 0.025], [-0.067, -0.141, 0.020], [0.013, 0.106, 0.100], [0.093, -0.016, -0.032], [0.041, 0.030, -0.110], [-0.082, 0.044, -0.053], [-0.023, 0.035, -0.017], [0.029, -0.013, 0.006], [-0.021, 0.001, 0.009], [0.041, -0.024, -0.016], [-0.015, -0.012, -0.052], [-0.025, -0.001, 0.046], [0.038, 0.030, -0.019], [0.009, -0.027, 0.047]], "lowdin_charge": [-0.06, -0.28, -0.10, -0.21, -0.22, -0.08, -0.19, -0.14, -0.04, -0.13, 0.11, -0.03, 0.19, -0.03, -0.59, 0.19, -0.04, -0.07, -0.02, -0.17, -0.10, -0.17, -0.17, -0.21, -0.21, -0.19, -0.17, -0.24, -0.17, -0.08, 0.08, 0.06, 0.07, 0.11, 0.11, 0.13, 0.12, 0.11, 0.13, 0.11, 0.12, 0.13, 0.10, 0.15, 0.13, 0.14, 0.18, 0.12, 0.07, 0.09, 0.08, 0.07, 0.07, 0.08, 0.13, 0.11, 0.10, 0.13, 0.11, 0.11, 0.08, 0.12, 0.10, 0.11, 0.10, 0.10, 0.10, 0.11, 0.11, 0.12, 0.08, 0.08, 0.07, -0.16, -0.16, -0.22, -0.17, -0.19, 0.12, 0.10, 0.11, 0.11, 0.12, 0.10, 0.12, 0.11, -0.16, -0.16, -0.20, -0.17, -0.20, 0.11, 0.11, 0.12, 0.11, 0.12, 0.10, 0.12, 0.12, -0.17, -0.16, -0.20, -0.13, -0.21, 0.11, 0.10, 0.12, 0.11, 0.12, 0.12, 0.11, 0.10, -0.16, -0.16, -0.20, -0.15, -0.20, 0.11, 0.09, 0.11, 0.11, 0.11, 0.12, 0.12, 0.09, -0.17, -0.16, -0.20, -0.16, -0.21, 0.11, 0.11, 0.11, 0.11, 0.12, 0.12, 0.12, 0.10, -0.16, -0.16, -0.20, -0.18, -0.22, 0.11, 0.12, 0.12, 0.11, 0.12, 0.12, 0.12, 0.11, -0.16, -0.16, -0.21, -0.16, -0.20, 0.11, 0.11, 0.11, 0.11, 0.11, 0.11, 0.12, 0.12, -0.17, -0.17, -0.20, -0.17, -0.20, 0.11, 0.11, 0.11, 0.11, 0.12, 0.12, 0.12, 0.12], "orbital_gap_ev": 7.951, "e_tot_ha": -3250.47420, "fmax_ev_per_a": 5.2, "relative_energy_kj_mol": 0.0, "charge": 1}